Model i:
# C4H10NP

A molecular structure, C4H10NP (the ωB97M-V functional and the def2-TZVPD basis, OMol25).

Geometry as XYZ:
```
16
Properties=species:S:1:pos:R:3:mulliken_charge:R:1
C 2.09816 0.05115 0.12887 -0.33
C 1.09963 -0.06092 -1.00666 -0.58
C -1.31216 1.49422 0.24283 -1.08
C -1.34613 -1.47838 0.29867 -0.99
N 1.06355 -0.06917 1.25146 -0.74
P -0.22474 -0.08988 0.20333 0.69
H 2.71643 -0.82681 0.24409 0.30
H 2.64103 1.03799 0.05748 0.20
H 0.93794 0.74900 -1.63428 0.29
H 1.41459 -0.86417 -1.80724 0.28
H -2.18968 1.18329 0.79563 0.33
H -0.55359 2.26195 0.56773 0.31
H -1.72234 1.95935 -0.71948 0.34
H -1.31641 -1.50882 1.49489 0.32
H -2.41752 -1.45455 0.07108 0.35
H -0.88876 -2.38426 -0.18840 0.29
```

- Highest occupied orbital energy: -0.2821 hartree
- LUMO level: 0.02740 Eh
- Frontier orbital gap: 8.421 eV

***

Model ii:
# C4H10NP

C4H10NP in the gas phase (the ωB97M-V functional and the def2-TZVPD basis, OMol25).

Geometry as XYZ:
```
16
Properties=species:S:1:pos:R:3:mulliken_charge:R:1
C -1.38393 -0.99300 -2.29095 -0.73
N -0.82212 -0.96000 -0.95786 -0.40
P 0.62460 0.21404 -0.75632 -0.12
C -0.14293 1.41442 0.36310 -0.82
C 0.65549 0.24766 0.97737 0.30
C 1.93041 0.74534 1.68014 -1.36
H -2.47615 -0.76358 -2.34277 0.24
H -0.94496 -0.25414 -2.98830 0.26
H -1.34769 -2.06157 -2.78656 0.22
H -0.51212 -1.89949 -0.68024 0.27
H -1.25938 1.30176 0.36567 0.31
H 0.35043 2.32132 0.67798 0.35
H 0.20729 -0.42425 1.65077 0.49
H 2.39812 1.61024 1.18657 0.36
H 2.76038 -0.10426 1.84351 0.27
H 1.68256 1.33827 2.61348 0.36
```

- Highest occupied orbital energy: -0.3081 hartree
- LUMO level: 0.04462 Eh
- Frontier orbital gap: 9.598 eV

***

Model iii:
# C4H10NP

C4H10NP in the gas phase (the ωB97M-V functional and the def2-TZVPD basis, OMol25).

Geometry as XYZ:
```
16
Properties=species:S:1:pos:R:3:mulliken_charge:R:1
C 2.09296 0.69713 -0.20344 -0.33
C 0.71225 1.22171 0.36971 -0.68
C -0.79499 -1.18045 1.23083 -1.05
C -1.07781 -0.20488 -1.44423 -1.01
N 1.66897 -1.04863 -0.34291 -0.76
P 0.23227 -0.51888 -0.10680 0.79
H 2.41260 0.94946 -1.22635 0.25
H 2.85641 0.79657 0.54323 0.29
H 0.79591 1.82751 1.31190 0.37
H 0.11328 1.92497 -0.32921 0.19
H -1.56195 -0.33168 1.64644 0.30
H -1.43822 -2.08040 1.08517 0.34
H -0.30665 -1.33498 2.19991 0.36
H -2.12579 -0.05815 -1.08017 0.30
H -0.72845 0.79202 -1.82513 0.31
H -1.16587 -0.97629 -2.25826 0.33
```

- Highest occupied orbital energy: -0.3085 hartree
- LUMO level: 0.02986 Eh
- Frontier orbital gap: 9.208 eV

***

The most stable of them is model ii.